(1)
A 2-piece molecular cluster, C11H12N2S overall, computed with wB97M-V/def2-TZVPD.

Summary:
E_LUMO (alpha / beta): 0.6221 / -1.7747 eV
Multiplicity: 3
Kohn-Sham gap (alpha / beta): 0.2590 / 0.2542 Ha

CARTESIAN COORDINATES (ANGSTROEM)
S -0.85 2.77 0.02
N -1.27 -3.27 -0.23
N -1.95 -1.40 0.62
C 0.18 1.36 -0.01
C -0.95 2.73 -1.66
C -0.20 1.75 -2.24
C -2.33 -2.55 0.01
C 1.73 0.25 1.93
C 0.44 0.88 -1.31
C -0.21 -2.56 0.23
C -0.63 -1.45 0.86
C 0.75 1.20 2.55
C 1.33 -0.34 -1.66
C 0.61 0.72 1.16
H 1.15 -0.47 -2.75
H 0.08 0.74 3.21
H 1.08 -1.20 -1.11
H -1.50 3.58 -2.11
H 0.89 2.19 2.64
H 1.70 -0.81 2.29
H 0.92 -2.78 0.14
H 2.74 0.53 1.58
H -0.41 1.49 -3.24
H 2.42 -0.05 -1.55
H -2.45 -0.66 1.02
H -3.29 -2.67 -0.40

Here is what natural (NBO) gives for the atomic charges, in e: atom 1 (S): 0.4190, atom 2 (N): -0.4368, atom 3 (N): -0.5948, atom 4 (C): -0.2334, atom 5 (C): -0.4034, atom 6 (C): -0.2682, atom 7 (C): 0.1435, atom 8 (C): -0.4258, atom 9 (C): 0.0116, atom 10 (C): -0.2318, atom 11 (C): 0.2613, atom 12 (C): -0.4460, atom 13 (C): -0.6332, atom 14 (C): 0.0117, atom 15 (H): 0.2190, atom 16 (H): 0.2111, atom 17 (H): 0.2342, atom 18 (H): 0.2386, atom 19 (H): 0.2098, atom 20 (H): 0.2284, atom 21 (H): 0.2094, atom 22 (H): 0.2237, atom 23 (H): 0.2207, atom 24 (H): 0.2203, atom 25 (H): 0.4143, atom 26 (H): 0.1967



(2)
C7H14LuN2OP as an isolated structure, computed with wB97M-V/def2-TZVPD.

Summary:
E_LUMO (alpha / beta): 0.0378 / 0.0700 eV
Kohn-Sham gap (alpha / beta): 0.1310 / 0.1339 Ha
Energy relative to the best compared isomer or geometry (same formula, charge and spin): 0.0 kJ/mol

CARTESIAN COORDINATES (ANGSTROEM)
Lu -0.59 -0.28 -0.86
P -0.29 -2.93 -0.78
O 0.15 0.38 0.88
N 1.70 1.59 2.01
N 0.31 0.21 3.18
C 0.73 0.34 -2.86
C -1.44 1.21 -2.77
C -0.74 -0.78 3.41
C -0.58 2.03 -1.97
C -0.66 0.16 -3.33
C 0.69 0.70 2.02
C 0.75 1.51 -2.06
H 1.99 1.99 1.12
H -0.38 -3.44 0.57
H 0.83 0.57 3.98
H -1.13 -1.18 2.47
H -0.87 2.93 -1.43
H 0.86 -3.66 -1.23
H -1.56 -0.33 3.98
H 1.65 1.97 -1.64
H -1.34 -3.72 -1.37
H -2.50 1.35 -2.93
H 1.59 -0.23 -3.22
H -0.33 -1.61 4.01
H -0.98 -0.58 -4.06
H 2.18 1.82 2.87

Here is what natural (NBO) gives for the atomic charges, in e: atom 1 (Lu): 0.8481, atom 2 (P): -0.1070, atom 3 (O): -0.8240, atom 4 (N): -0.7995, atom 5 (N): -0.5729, atom 6 (C): -0.4271, atom 7 (C): -0.3593, atom 8 (C): -0.4243, atom 9 (C): -0.3879, atom 10 (C): -0.4354, atom 11 (C): 0.8191, atom 12 (C): -0.3721, atom 13 (H): 0.4308, atom 14 (H): 0.0332, atom 15 (H): 0.3936, atom 16 (H): 0.2469, atom 17 (H): 0.2329, atom 18 (H): -0.0101, atom 19 (H): 0.2080, atom 20 (H): 0.2190, atom 21 (H): -0.0387, atom 22 (H): 0.2417, atom 23 (H): 0.2420, atom 24 (H): 0.2056, atom 25 (H): 0.2416, atom 26 (H): 0.3960



(3)
A 10-piece molecular cluster, C28H76O10 overall, computed with wB97M-V/def2-TZVPD.

Summary:
SMILES: CC(C)O.CC(C)O.CC(C)O.CC(C)O.CC(C)O.CC(C)O.CC(C)O.CC(C)O.CC(C)O.CO
E_LUMO: 0.4383 eV
Kohn-Sham gap: 0.3587 Ha
Energy relative to the best compared isomer or geometry (same formula, charge and spin): 1056.4 kJ/mol

CARTESIAN COORDINATES (ANGSTROEM)
O 29.13 19.47 2.39
O 26.17 10.25 0.21
O 28.04 16.04 -4.41
O 24.72 11.02 2.40
O 25.34 15.32 -3.55
O 25.33 15.50 -0.69
O 27.50 17.18 -1.50
O 30.89 14.92 0.64
O 24.60 15.89 2.03
O 28.68 13.03 4.57
C 23.97 14.98 -5.35
C 23.33 15.72 -3.02
C 22.80 16.60 0.89
C 26.69 11.19 -0.40
C 27.98 14.05 4.58
C 23.54 11.45 2.15
C 30.01 13.37 -0.99
C 25.60 11.88 -1.23
C 27.44 18.30 -2.01
C 29.53 18.29 2.42
C 27.49 19.28 -0.90
C 23.41 12.87 2.61
C 24.35 15.74 -4.13
C 27.44 14.18 5.92
C 24.69 18.11 1.19
C 30.10 14.95 -4.67
C 23.96 16.92 1.76
C 22.53 10.59 2.73
C 28.08 13.83 -3.92
C 28.77 15.15 -3.92
C 26.81 13.91 3.61
C 29.91 14.12 0.35
C 26.06 18.52 -2.67
C 26.36 14.72 -0.09
C 27.80 10.80 -1.27
C 30.98 18.41 1.78
C 28.72 17.17 1.77
C 29.78 13.26 1.60
H 23.13 16.40 -0.11
H 27.57 9.84 -1.71
H 27.67 17.19 2.10
H 26.82 9.85 0.76
H 24.75 14.90 -6.08
H 28.74 10.55 -0.74
H 27.16 13.64 2.65
H 25.28 18.46 -1.92
H 29.00 14.66 0.30
H 28.84 15.44 -2.87
H 28.50 16.87 -4.56
H 30.03 14.57 -5.63
H 25.94 17.79 -3.44
H 26.63 16.97 -1.18
H 28.10 14.25 6.79
H 30.75 14.24 -4.13
H 27.09 11.96 0.28
H 24.72 12.28 -0.65
H 28.32 18.43 -2.67
H 31.66 18.89 2.48
H 24.86 15.64 1.16
H 28.70 17.21 0.74
H 23.55 16.56 -2.35
H 21.54 11.06 2.54
H 28.80 13.05 -3.83
H 22.16 17.50 0.84
H 26.77 13.33 6.00
H 22.72 10.32 3.81
H 23.16 14.75 -2.55
H 22.34 16.07 -3.35
H 28.53 19.35 -0.57
H 30.62 13.79 -1.73
H 29.05 13.30 -1.43
H 26.35 14.89 3.48
H 23.37 11.42 1.08
H 29.45 19.99 3.15
H 25.70 18.08 1.53
H 26.93 14.24 -0.83
H 29.64 18.03 3.43
H 24.50 16.76 -4.43
H 26.83 19.00 -0.08
H 24.77 18.03 0.07
H 29.80 13.85 2.56
H 22.62 9.65 2.17
H 27.23 20.27 -1.27
H 24.27 19.01 1.48
H 30.31 12.35 -0.76
H 23.20 15.53 -5.87
H 24.03 13.61 2.03
H 30.58 15.93 -4.73
H 31.44 17.49 1.55
H 25.85 14.00 0.52
H 25.32 11.13 -1.93
H 30.98 18.95 0.82
H 25.21 15.09 -1.57
H 26.71 15.08 5.88
H 25.96 12.68 -1.81
H 22.42 13.31 2.44
H 25.95 13.26 3.93
H 22.21 15.79 1.28
H 23.55 14.03 -5.08
H 28.08 11.55 -2.00
H 29.07 16.11 1.97
H 23.68 13.09 3.65
H 27.64 13.59 -4.87
H 25.13 10.70 1.61
H 28.98 12.59 1.54
H 27.33 13.68 -3.20
H 28.69 14.83 4.39
H 26.93 15.41 0.54
H 23.56 17.27 2.69
H 26.05 19.45 -3.23
H 29.52 13.22 4.99
H 30.80 15.68 0.06
H 26.15 15.68 -3.97
H 30.64 12.58 1.69

Atom charges from the Mulliken analysis, given in e for atoms 1 to 99: atom 1 (O): -0.5052, atom 2 (O): -0.6941, atom 3 (O): -0.6733, atom 4 (O): -0.5957, atom 5 (O): -0.0220, atom 6 (O): 0.9735, atom 7 (O): 0.9578, atom 8 (O): -0.6487, atom 9 (O): -0.3979, atom 10 (O): -0.5383, atom 11 (C): -1.9520, atom 12 (C): -1.0651, atom 13 (C): -1.3001, atom 14 (C): 2.4978, atom 15 (C): 0.5886, atom 16 (C): 1.2179, atom 17 (C): -1.4455, atom 18 (C): -0.7713, atom 19 (C): 0.6478, atom 20 (C): -0.0771, atom 21 (C): -1.1386, atom 22 (C): -1.1945, atom 23 (C): 1.0101, atom 24 (C): -1.5597, atom 25 (C): -0.7011, atom 26 (C): -1.7020, atom 27 (C): 0.5072, atom 28 (C): -1.6622, atom 29 (C): -1.9877, atom 30 (C): 1.8045, atom 31 (C): -0.0300, atom 32 (C): 1.7809, atom 33 (C): -1.5938, atom 34 (C): 0.9499, atom 35 (C): -1.5866, atom 36 (C): -1.3675, atom 37 (C): 0.4714, atom 38 (C): -1.7663, atom 39 (H): 0.1284, atom 40 (H): 0.5095, atom 41 (H): -0.2029, atom 42 (H): 0.4051, atom 43 (H): 0.4404, atom 44 (H): 0.3654, atom 45 (H): -0.8107, atom 46 (H): 0.4220, atom 47 (H): -0.5257, atom 48 (H): -0.5400, atom 49 (H): 0.4320, atom 50 (H): 0.4062, atom 51 (H): 0.0986, atom 52 (H): -0.9156, atom 53 (H): 0.4014, atom 54 (H): 0.3706, atom 55 (H): -1.0705, atom 56 (H): -0.1134, atom 57 (H): 0.3915, atom 58 (H): 0.4430, atom 59 (H): -0.7556, atom 60 (H): -0.3817, atom 61 (H): -0.0048, atom 62 (H): 0.3395, atom 63 (H): 0.5875, atom 64 (H): 0.4269, atom 65 (H): 0.3768, atom 66 (H): 0.3134, atom 67 (H): 0.1968, atom 68 (H): 0.4321, atom 69 (H): 0.1767, atom 70 (H): 0.5417, atom 71 (H): -0.0766, atom 72 (H): 0.2268, atom 73 (H): 0.0944, atom 74 (H): 0.3964, atom 75 (H): -0.1061, atom 76 (H): 0.0177, atom 77 (H): 0.5676, atom 78 (H): 0.4267, atom 79 (H): -0.0348, atom 80 (H): -0.0095, atom 81 (H): 0.0538, atom 82 (H): 0.4016, atom 83 (H): 0.5601, atom 84 (H): 0.4520, atom 85 (H): 0.3827, atom 86 (H): 0.4356, atom 87 (H): 0.1449, atom 88 (H): 0.4394, atom 89 (H): 0.2876, atom 90 (H): 0.1088, atom 91 (H): 0.6727, atom 92 (H): 0.2630, atom 93 (H): -0.9120, atom 94 (H): 0.2303, atom 95 (H): -0.4284, atom 96 (H): 0.4306, atom 97 (H): 0.2746, atom 98 (H): 0.3170, atom 99 (H): 0.3749



(4)
C19H37N2Ni2O10 as an isolated structure, computed with wB97M-V/def2-TZVPD.

Summary:
E_LUMO (alpha / beta): -3.6936 / -3.8968 eV
Total charge: +1
Multiplicity: 5
Kohn-Sham gap (alpha / beta): 0.2109 / 0.2013 Ha

CARTESIAN COORDINATES (ANGSTROEM)
Ni -2.15 -0.88 2.51
Ni 0.58 -0.77 3.86
O 0.49 5.74 3.91
O 2.85 -3.88 -1.54
O -1.66 5.66 2.04
O -2.32 -2.60 1.16
O -1.78 1.05 2.37
O 0.71 1.18 3.91
O -1.36 -0.92 4.35
O 0.76 -0.91 -3.17
O -0.15 -1.18 2.08
O 4.29 -2.56 -0.64
N 3.29 -3.23 -0.63
N 0.85 1.87 -2.22
C -1.13 4.63 2.49
C 2.79 0.73 -0.91
C -1.79 -2.51 -0.18
C -1.69 3.39 2.14
C 0.68 3.48 3.83
C 0.81 -2.21 -3.79
C 1.27 1.08 -0.97
C 0.14 2.24 3.48
C 2.42 -3.20 0.62
C 1.22 3.30 -1.92
C 0.04 4.67 3.47
C -2.17 -1.16 -0.72
C -2.46 -4.01 3.12
C -0.66 1.84 -2.39
C 1.54 1.44 -3.49
C -1.47 2.29 -1.20
C 0.99 0.13 -4.10
C -1.21 2.17 2.60
C -2.26 -3.94 1.63
H 1.77 -0.18 -4.79
H 1.76 -2.38 -4.30
H 3.00 0.47 0.13
H 1.68 -3.99 0.68
H 0.23 -1.47 1.25
H -2.54 2.31 -1.38
H 0.78 3.93 -2.69
H 3.37 1.63 -1.11
H -2.37 -5.05 3.47
H -1.41 3.32 -0.86
H -0.94 0.81 -2.60
H -2.05 -0.35 0.01
H -3.24 -1.09 -0.91
H -0.89 2.35 -3.33
H -1.80 -0.95 5.21
H 0.71 0.15 -1.01
H -2.18 -3.33 -0.78
H 1.48 2.24 -4.24
H 2.30 3.39 -1.89
H 0.07 0.42 -4.61
H 0.04 -2.13 -4.57
H 1.89 -2.26 0.44
H -2.44 3.35 1.36
H -3.49 -3.79 3.42
H -3.04 -4.53 1.14
H 0.90 1.62 -0.10
H -0.70 -2.66 -0.12
H -1.30 -4.41 1.37
H 2.61 1.32 -3.31
H 0.56 -2.99 -3.09
H -1.31 1.65 -0.33
H -1.77 -3.45 3.75
H -1.49 -0.89 -1.52
H 1.42 3.52 4.61
H 0.84 3.62 -0.95
H 3.00 -3.06 1.52
H 3.07 -0.07 -1.58

Here is what natural (NBO) gives for the atomic charges, in e: atom 1 (Ni): 1.6053, atom 2 (Ni): 1.5518, atom 3 (O): -0.5226, atom 4 (O): -0.3745, atom 5 (O): -0.5325, atom 6 (O): -0.6163, atom 7 (O): -0.8761, atom 8 (O): -0.8323, atom 9 (O): -1.2690, atom 10 (O): -0.5768, atom 11 (O): -1.2642, atom 12 (O): -0.3567, atom 13 (N): 0.5404, atom 14 (N): -0.2133, atom 15 (C): 0.4109, atom 16 (C): -0.6428, atom 17 (C): -0.0578, atom 18 (C): -0.4530, atom 19 (C): -0.4294, atom 20 (C): -0.2466, atom 21 (C): -0.2113, atom 22 (C): 0.3717, atom 23 (C): -0.4869, atom 24 (C): -0.4153, atom 25 (C): 0.4008, atom 26 (C): -0.6523, atom 27 (C): -0.6699, atom 28 (C): -0.2266, atom 29 (C): -0.2312, atom 30 (C): -0.6776, atom 31 (C): -0.0819, atom 32 (C): 0.3952, atom 33 (C): -0.0662, atom 34 (H): 0.2064, atom 35 (H): 0.1926, atom 36 (H): 0.2467, atom 37 (H): 0.2368, atom 38 (H): 0.4620, atom 39 (H): 0.2615, atom 40 (H): 0.2290, atom 41 (H): 0.2209, atom 42 (H): 0.2470, atom 43 (H): 0.2544, atom 44 (H): 0.2268, atom 45 (H): 0.2136, atom 46 (H): 0.2381, atom 47 (H): 0.2263, atom 48 (H): 0.4960, atom 49 (H): 0.2208, atom 50 (H): 0.2028, atom 51 (H): 0.2404, atom 52 (H): 0.2307, atom 53 (H): 0.1788, atom 54 (H): 0.1781, atom 55 (H): 0.2022, atom 56 (H): 0.2053, atom 57 (H): 0.2245, atom 58 (H): 0.1934, atom 59 (H): 0.2450, atom 60 (H): 0.1600, atom 61 (H): 0.1767, atom 62 (H): 0.2357, atom 63 (H): 0.2076, atom 64 (H): 0.2335, atom 65 (H): 0.2336, atom 66 (H): 0.2260, atom 67 (H): 0.2315, atom 68 (H): 0.2509, atom 69 (H): 0.2396, atom 70 (H): 0.2319



no.,molecular weight (g mol⁻¹)
1,204.30
2,348.14
3,572.91
4,570.90